# 1
This record from the OMol25 dataset describes a molecular structure, C9H14AlClI2NOPS at a distorted geometry. The level of theory is ωB97M-V/def2-TZVPD.

total energy	-2518.4596	hartree
charge	+2
Kohn-Sham gap	0.2315	Ha
relative energy (zero: lowest compared OMol25 entry of this formula, charge and spin)	0.223	eV
HOMO	-14.3	eV

The geometry in XYZ format:
```
31
Properties=species:S:1:pos:R:3:forces:R:3:nbo_charge:R:1
I 1.417095 5.070092 0.181441 0.03 -0.19 0.31 0.04
I 1.696243 3.884688 2.575212 -0.07 0.01 -0.40 -0.01
Al 0.145508 0.200310 -0.259310 -0.38 -0.20 -0.87 1.25
P 2.322839 -0.124823 -0.932736 1.15 -0.04 -1.24 0.84
C 3.583950 -1.008607 0.005916 -0.20 -0.13 0.43 -0.95
C 2.138328 -1.049316 -2.492107 -0.14 0.03 0.14 -0.93
H 2.332620 2.032417 -1.996465 0.17 -0.10 0.00 0.28
H 3.963876 1.273815 -1.960047 -0.11 0.12 0.11 0.27
H 3.264473 2.058168 -0.495235 0.09 -0.08 -0.11 0.27
C 3.048155 1.468113 -1.391251 -0.15 0.12 0.09 -0.94
H 1.393424 -0.553545 -3.126514 0.24 -0.09 0.05 0.27
H 3.114956 -1.068361 -2.990723 -0.25 -0.07 0.01 0.28
H 4.493486 -1.085534 -0.598452 -0.16 0.05 0.05 0.29
H 3.236867 -2.013341 0.259973 0.09 0.03 -0.06 0.27
H 1.798773 -2.071059 -2.281724 0.15 0.17 -0.10 0.26
H 3.812092 -0.475919 0.932143 0.08 -0.01 -0.07 0.27
C 0.833732 -0.550692 1.759216 0.30 -2.42 4.19 0.51
O 1.037352 -1.259021 2.652496 -0.61 2.91 -3.71 -0.36
Cl -0.529399 1.580110 -1.720362 0.01 -0.11 0.96 -0.45
S -1.091098 -1.681224 -0.292637 1.00 -0.44 -0.54 -0.19
C -2.539739 -1.019799 0.351453 -0.70 0.83 1.15 0.07
N -2.643284 -1.058981 1.717285 -0.73 0.04 -0.30 -0.46
C -3.735079 -0.591510 2.378658 0.13 -0.04 -0.57 0.10
C -4.772360 -0.004091 1.672284 0.39 -0.21 0.12 -0.22
C -4.662583 0.090067 0.276787 -0.57 0.20 0.42 -0.06
C -3.556450 -0.412910 -0.380981 0.78 -0.29 -0.28 -0.24
H -1.883792 -1.510279 2.243251 -0.59 0.15 -0.31 0.45
H -3.709068 -0.729892 3.445484 -0.16 0.10 0.19 0.26
H -5.640170 0.373434 2.212706 0.26 -0.12 -0.21 0.28
H -5.468862 0.565527 -0.284103 0.27 -0.13 0.10 0.27
H -3.401886 -0.327838 -1.461658 -0.31 -0.07 0.45 0.28
```
Positions in Å, forces in eV/Å.


# 2
This record from the OMol25 dataset describes a molecular structure, C9H14AlN2P at a distorted geometry. The level of theory is ωB97M-V/def2-TZVPD.

total energy	-1044.5014	hartree
Kohn-Sham gap	0.2063	Ha
relative energy (zero: lowest compared OMol25 entry of this formula, charge and spin)	0.568	eV
HOMO	-5.5	eV

The geometry in XYZ format:
```
27
Properties=species:S:1:pos:R:3:forces:R:3:nbo_charge:R:1
C 0.017047 -1.504444 -2.171847 -0.89 0.54 0.53 -0.92
C -0.145810 -0.464318 -3.057483 -0.18 -1.17 -1.52 -0.25
C 0.356258 0.863379 -2.879935 -0.80 0.99 -0.07 -0.56
C 1.315630 1.339714 -1.924467 1.61 1.41 -0.43 -0.32
C 1.980569 0.576516 -0.977428 -0.66 -0.33 0.73 -0.90
Al 0.253935 -0.139781 -0.905208 1.71 -2.05 0.32 1.63
P 1.199821 -2.281641 0.397721 0.33 -0.32 0.67 0.12
H -0.326288 -2.531085 -2.306774 -0.04 0.44 -0.46 0.21
H -0.664808 -0.618256 -4.016592 0.22 0.15 0.04 0.20
H 0.045497 1.594536 -3.626577 -0.18 -0.12 0.45 0.23
H 2.830067 0.905618 -0.382396 -0.25 0.57 -0.30 0.20
H 1.520437 2.426444 -1.997224 0.06 -0.46 -0.48 0.20
H 2.441467 -2.299322 1.076472 0.01 -0.01 0.12 -0.01
H 1.442551 -3.516199 -0.247212 -0.14 0.20 -0.14 0.02
H 0.497043 -2.881446 1.470471 0.03 -0.26 0.24 -0.04
C 0.713375 1.181483 2.269774 0.41 0.33 0.22 -0.69
C -0.605132 0.790609 1.716388 -0.26 -0.06 -0.83 0.47
N -0.901694 0.261155 0.521093 -0.94 -0.14 1.28 -0.65
C -2.270891 -0.069242 0.531306 0.80 0.59 0.18 -0.05
C -2.798301 0.392154 1.685739 0.11 0.19 0.43 -0.09
N -1.731433 0.922902 2.428001 -0.62 -0.16 -0.20 -0.50
H 0.685410 2.258988 2.503754 0.19 -0.32 -0.15 0.24
H 0.894203 0.652329 3.222506 -0.09 0.10 -0.42 0.24
H 1.538352 0.976706 1.570648 -0.45 0.08 0.16 0.29
H -2.704438 -0.639352 -0.279614 -0.01 0.33 0.05 0.26
H -3.818184 0.435662 2.034192 0.18 -0.15 0.06 0.24
H -1.764677 1.366904 3.344699 -0.14 -0.36 -0.51 0.43
```
Positions in Å, forces in eV/Å.


# 3
This record from the OMol25 dataset describes a molecular structure, C9H14BaN2PS at a distorted geometry. The level of theory is ωB97M-V/def2-TZVPD.

total energy	-1225.6605	hartree
charge	-1
Kohn-Sham gap	0.1058	Ha
relative energy (zero: lowest compared OMol25 entry of this formula, charge and spin)	3.659	eV
HOMO	-0.7	eV

The geometry in XYZ format:
```
28
Properties=species:S:1:pos:R:3:forces:R:3:lowdin_charge:R:1
C 0.376454 3.296160 -1.699789 -0.94 -2.07 -1.22 -0.42
C 1.065935 4.301435 -1.132190 0.99 2.06 -0.56 -0.55
C 1.292854 4.579844 0.252832 0.71 -0.50 0.31 -0.39
C 0.499014 4.016906 1.306285 -0.49 0.98 1.65 -0.55
C -0.387003 2.985355 1.265127 -0.58 -1.66 -0.51 -0.35
Ba 1.562722 1.802905 -0.021663 -0.94 0.44 0.26 1.15
P 0.934055 -0.016924 -2.710621 0.17 0.36 -0.60 0.57
H 0.093443 3.482707 -2.758725 0.44 0.00 0.19 -0.06
H 1.533498 5.006008 -1.857907 -0.18 0.37 0.62 0.05
H 1.945756 5.416775 0.521127 -0.14 -0.24 -0.15 0.05
H -1.206517 2.948444 2.033362 1.04 0.10 -0.02 -0.05
H 0.579557 4.466413 2.323429 0.19 0.76 -0.59 0.05
H 1.877596 -1.089821 -2.809537 -0.06 -0.16 -0.19 -0.18
H 1.423720 0.584373 -3.915998 -0.07 -0.10 0.47 -0.14
H -0.051557 -0.725808 -3.443948 -0.07 -0.11 0.17 -0.17
C -1.625639 -3.007796 2.683926 0.20 0.11 -0.37 -0.04
N -1.079416 -3.160967 1.341045 0.18 0.37 -0.02 -0.15
C -1.298551 -4.219982 0.489761 0.33 -0.09 -0.61 -0.08
C -0.591198 -4.003042 -0.644589 -0.16 0.13 0.68 -0.09
N 0.063737 -2.802316 -0.461661 0.19 0.67 0.08 0.05
C -0.243649 -2.239489 0.756677 0.06 -0.05 0.00 -0.79
S 0.224276 -0.764591 1.418878 -0.27 -0.88 -0.10 0.51
H -0.776267 -2.801813 3.352818 -0.50 -0.04 -0.02 0.08
H -2.322317 -2.155771 2.687950 0.25 -0.31 0.19 0.10
H -2.137571 -3.945604 2.942649 0.18 0.39 0.03 0.09
H -1.918488 -5.044903 0.758194 -0.22 -0.24 0.10 0.11
H -0.471471 -4.588964 -1.529590 -0.05 -0.14 -0.18 0.10
H 0.637025 -2.319530 -1.147841 -0.26 -0.16 0.37 0.09
```
Positions in Å, forces in eV/Å.


# 4
This record from the OMol25 dataset describes a molecular structure, C9H14Br2N4S2Sc at a distorted geometry. The level of theory is ωB97M-V/def2-TZVPD.

total energy	-7274.5145	hartree
charge	+1
Kohn-Sham gap (alpha / beta)	0.1709 / 0.1731	Ha
relative energy (zero: lowest compared OMol25 entry of this formula, charge and spin)	18.675	eV
HOMO (alpha / beta)	-10.6 / -10.7	eV

The geometry in XYZ format:
```
32
Properties=species:S:1:pos:R:3:forces:R:3:nbo_charge:R:1
Sc 0.567982 0.038681 0.033120 -1.85 -0.51 -0.19 1.14
N 2.207972 0.427656 1.181899 -3.50 4.20 1.43 -0.85
C 3.732101 0.383749 1.195544 -5.57 6.73 6.74 -0.29
C 3.668511 -1.021015 0.795142 -2.96 0.11 5.22 -0.43
C 4.039598 -1.165748 -0.573541 2.77 -1.58 -1.39 -0.49
C 2.742813 -1.197572 -1.680929 5.95 6.30 4.14 -0.19
N 2.248524 0.327002 -1.496412 -9.41 -4.07 -2.59 -0.90
H 1.692775 2.268312 1.522387 0.38 -2.53 -0.73 0.17
H 1.508553 0.475384 1.979777 1.91 -0.67 0.83 0.45
H 3.696932 0.743010 2.693797 1.32 -1.33 -4.19 0.23
H 3.540714 1.533729 0.830526 3.07 -2.86 -0.50 0.34
H 2.339018 -1.250397 0.765815 3.15 -0.18 0.93 0.25
H 3.956224 -1.460005 1.932023 -0.11 -0.42 -3.83 0.34
H 4.544898 -2.132315 -0.329948 0.07 -0.05 -2.39 0.29
H 4.988667 -0.298133 -0.687134 -2.98 -2.63 -0.89 0.26
H 1.831883 -1.455006 -1.360464 -2.69 -3.99 -0.12 0.21
H 3.315152 -0.797732 -2.422486 0.67 -1.99 -4.27 0.28
H 1.301155 0.501337 -2.485450 4.17 -0.19 3.30 0.42
H 2.912525 0.954633 -1.467814 4.21 4.39 -0.54 0.37
S -1.522234 0.462036 1.287009 -0.27 2.66 -1.07 -0.08
C -0.849788 -0.606614 2.365242 -3.30 -3.90 5.78 -0.39
S -0.110987 -1.971128 1.671214 2.08 0.05 -1.17 -0.09
C -1.561269 -0.922185 3.817023 3.00 2.90 -2.38 -0.28
C -2.335047 0.249031 4.267784 0.71 -2.35 -0.39 0.23
N -3.073488 1.059896 4.601477 -0.25 0.71 0.11 -0.29
C -0.814044 -1.696643 4.858643 -2.45 2.61 -3.94 0.26
N -0.095750 -2.266730 5.518476 1.55 -1.53 1.80 -0.29
Br -1.064841 1.734778 -2.097198 0.50 -0.65 0.74 0.06
C -2.367690 0.143958 -2.039124 7.79 -3.32 5.29 -0.08
Br -1.249094 -1.834645 -2.166627 -1.13 2.90 0.78 0.01
H -2.412469 0.275367 -2.919726 -3.05 0.71 -11.64 0.14
H -2.781944 0.393825 -1.212209 -3.77 0.45 5.14 0.20
```
Positions in Å, forces in eV/Å.